{"formula": "C6H15HfNO18S4", "method": "ωB97M-V/def2-TZVPD", "total_energy_ev": -89458.3955, "total_charge": -3, "spin_multiplicity": 2, "species": ["Hf", "S", "O", "O", "O", "O", "S", "O", "O", "O", "O", "S", "O", "O", "O", "O", "S", "O", "O", "O", "O", "C", "O", "C", "C", "N", "C", "C", "O", "C", "H", "H", "H", "H", "H", "H", "H", "H", "H", "H", "H", "H", "H", "H", "H"], "coordinates": [[-12.710, 15.801, 5.768], [-12.840, 13.361, 7.552], [-11.756, 14.230, 7.064], [-13.214, 13.625, 8.920], [-13.789, 13.992, 6.627], [-12.580, 11.967, 7.303], [-11.016, 14.021, 3.916], [-10.921, 14.456, 2.544], [-10.772, 15.144, 4.799], [-12.403, 13.975, 4.304], [-10.362, 12.762, 4.149], [-12.957, 17.051, 8.537], [-13.079, 18.457, 8.958], [-11.794, 16.717, 7.702], [-13.065, 16.169, 9.708], [-13.863, 16.564, 7.525], [-14.058, 19.142, 5.301], [-14.178, 19.814, 6.607], [-15.430, 19.057, 4.827], [-13.302, 20.065, 4.455], [-13.367, 17.913, 5.491], [-16.132, 15.283, 5.466], [-14.950, 15.742, 4.841], [-15.026, 15.285, 3.494], [-14.180, 16.142, 2.561], [-12.845, 16.341, 3.176], [-12.246, 17.610, 2.698], [-10.826, 17.654, 3.196], [-10.790, 17.680, 4.638], [-9.477, 17.891, 5.218], [-16.329, 14.211, 5.459], [-17.013, 15.839, 5.146], [-16.150, 15.486, 6.537], [-16.013, 15.374, 3.040], [-14.763, 14.230, 3.424], [-14.882, 16.968, 2.440], [-14.071, 15.660, 1.589], [-12.282, 15.681, 2.660], [-12.908, 18.454, 2.889], [-12.275, 17.633, 1.608], [-10.427, 18.599, 2.829], [-10.300, 16.862, 2.664], [-8.721, 17.205, 4.834], [-9.731, 17.854, 6.277], [-9.164, 18.912, 4.998]]}